Record 1
# C34H31NO5

A cluster of 2 separate species, C34H31NO5 in total (wB97M-V/def2-TZVPD, OMol25).

Electronic energy in eV: -47486.8748
E_LUMO in eV: -1.59

ORCA input file:
```
! wB97M-V def2-TZVPD RIJCOSX def2/J DEFGRID3
* xyz 0 1
C -5.775 -0.599 -2.527
O -4.905 0.551 -2.501
C -3.601 0.382 -2.841
C -2.819 1.552 -2.958
C -1.461 1.480 -2.766
C -0.794 0.254 -2.472
C 0.546 0.223 -1.907
C 1.257 -1.070 -2.137
O 0.764 -2.182 -2.007
O 2.566 -1.044 -2.578
C 3.358 0.031 -2.038
C 3.413 -0.047 -0.525
C 4.725 -0.026 -2.713
O 2.730 1.269 -2.444
C 1.383 1.415 -2.200
O 0.967 2.560 -2.279
C -1.593 -0.921 -2.627
C -2.960 -0.871 -2.842
H -6.764 -0.189 -2.317
H -5.759 -1.077 -3.518
H -5.493 -1.327 -1.751
H -3.320 2.513 -3.061
H -0.885 2.394 -2.802
H 2.392 0.032 -0.121
H 3.846 -1.007 -0.215
H 4.020 0.781 -0.138
H 4.607 0.007 -3.799
H 5.335 0.822 -2.390
H 5.234 -0.953 -2.437
H -1.131 -1.897 -2.539
H -3.538 -1.793 -2.888
C 2.357 -4.773 3.186
N 1.684 -3.594 3.687
C 1.567 -3.513 5.128
C 1.374 -2.527 2.880
C 0.910 -2.731 1.554
C 0.363 -1.672 0.847
C 0.525 -0.346 1.274
C -0.029 0.746 0.463
C 0.458 2.120 0.614
C -0.634 3.024 0.410
C -0.455 4.397 0.456
C 0.821 4.891 0.743
C 1.878 4.010 1.028
C 1.693 2.621 1.006
C -1.853 2.232 0.288
C -1.493 0.848 0.379
C -2.493 -0.107 0.509
C -3.829 0.299 0.419
C -4.168 1.646 0.250
C -3.180 2.629 0.219
C 1.122 -0.132 2.545
C 1.465 -1.197 3.361
H 2.149 -4.918 2.124
H 3.451 -4.695 3.319
H 2.012 -5.641 3.759
H 0.617 -3.040 5.414
H 1.591 -4.532 5.525
H 2.389 -2.937 5.580
H 0.889 -3.732 1.126
H -0.179 -1.870 -0.072
H -1.310 5.042 0.246
H 0.999 5.968 0.746
H 2.865 4.407 1.270
H 2.494 1.940 1.296
H -2.230 -1.150 0.683
H -4.617 -0.451 0.501
H -5.218 1.926 0.159
H -3.419 3.689 0.121
H 1.249 0.884 2.924
H 1.842 -1.023 4.373
*
```

=====

Record 2
# C34H32ClReS4Sb3

A structure of composition C34H32ClReS4Sb3 (wB97M-V/def2-TZVPD, OMol25).

Electronic energy in eV: -113355.0122
E_LUMO (alpha / beta) in eV: -9.49 / -9.37

ORCA input file:
```
! wB97M-V def2-TZVPD RIJCOSX def2/J DEFGRID3
* xyz 3 1
Re 0.879 -0.953 2.795
C 2.133 2.532 -0.364
C 0.924 3.058 0.399
C 0.162 2.019 1.215
Sb -0.846 0.750 -0.266
C -1.643 -1.262 -0.028
C -2.371 -1.699 -1.127
C -2.920 -2.970 -1.120
C -2.726 -3.804 -0.030
C -1.998 -3.362 1.064
C -1.464 -2.084 1.068
C -2.581 1.948 -0.790
C -2.501 3.029 -1.654
C -3.641 3.782 -1.895
C -4.833 3.465 -1.264
C -4.898 2.383 -0.400
C -3.772 1.612 -0.163
Sb 1.566 0.901 -1.689
C 3.164 -0.564 -1.795
C 2.880 -1.914 -1.893
C 3.938 -2.809 -1.974
C 5.246 -2.350 -1.940
C 5.505 -0.991 -1.856
C 4.461 -0.081 -1.785
C 0.949 1.622 -3.624
C 1.893 2.140 -4.497
C 1.477 2.590 -5.741
C 0.140 2.520 -6.104
C -0.790 1.981 -5.229
C -0.386 1.517 -3.988
H 2.903 2.164 0.316
H 2.556 3.324 -0.983
H 0.237 3.565 -0.290
H 1.282 3.830 1.087
H -0.602 2.503 1.822
H 0.831 1.435 1.863
H -2.517 -1.052 -1.988
H -3.493 -3.303 -1.971
H -3.153 -4.792 -0.027
H -1.853 -4.010 1.914
H -0.942 -1.721 1.968
H -1.576 3.284 -2.159
H -3.591 4.615 -2.579
H -5.715 4.057 -1.453
H -5.827 2.133 0.087
H -3.831 0.759 0.499
H 1.859 -2.270 -1.925
H 3.740 -3.865 -2.079
H 6.067 -3.049 -1.986
H 6.523 -0.634 -1.839
H 4.672 0.979 -1.726
H 2.936 2.203 -4.213
H 2.205 2.995 -6.427
H -0.175 2.879 -7.072
H -1.828 1.912 -5.515
H -1.112 1.071 -3.308
S 1.475 -4.003 1.143
Sb 3.736 -3.935 2.143
S 1.425 -3.201 3.054
S 2.621 -0.412 1.522
S 4.243 -1.677 1.327
Cl -3.514 -3.549 5.834
C -2.199 -2.502 5.531
C -2.358 -1.428 4.653
C -1.302 -0.566 4.420
C -0.032 -0.799 5.029
C 1.091 0.057 4.653
C 0.093 -1.885 5.928
C -0.978 -2.701 6.191
H -3.318 -1.272 4.185
H -1.484 0.368 3.884
H 1.995 -0.098 5.239
H 0.839 1.122 4.574
H 1.029 -2.035 6.443
H -0.903 -3.500 6.909
*
```

=====

Record 3
# C34H32CsN4PS3

A structure of composition C34H32CsN4PS3 (wB97M-V/def2-TZVPD, OMol25).

Electronic energy in eV: -84080.6038
E_LUMO in eV: 0.08

ORCA input file:
```
! wB97M-V def2-TZVPD RIJCOSX def2/J DEFGRID3
* xyz 0 1
Cs 0.841 0.689 -2.027
C 3.603 4.284 -1.789
C 2.238 4.847 -1.562
N 1.127 4.173 -1.569
C 0.034 4.999 -1.365
C 0.335 6.313 -1.211
S 2.020 6.544 -1.316
C -1.336 4.450 -1.317
C -2.425 5.135 -0.883
S -3.826 4.172 -1.033
C -2.873 2.886 -1.681
N -1.608 3.168 -1.757
C -3.480 1.571 -2.064
H 3.604 3.210 -1.613
H 4.335 4.736 -1.118
H 3.931 4.476 -2.813
H -0.337 7.144 -1.061
H -2.474 6.135 -0.481
H -4.346 1.708 -2.712
H -3.805 1.011 -1.185
H -2.742 0.964 -2.585
C -5.947 -1.835 -1.178
C -5.121 -1.913 -2.292
C -3.744 -1.789 -2.143
C -3.154 -1.598 -0.889
C -4.002 -1.531 0.217
C -5.383 -1.642 0.076
P -1.259 -1.485 -0.894
C -1.108 -0.733 0.787
C -1.423 0.618 0.912
C -1.418 1.254 2.148
C -1.086 0.536 3.289
C -0.759 -0.812 3.177
C -0.770 -1.442 1.938
C -0.927 -3.261 -0.556
C -1.717 -4.354 -0.343
C -1.089 -5.619 -0.169
C 0.272 -5.770 -0.243
C 1.112 -4.650 -0.493
C 2.521 -4.685 -0.689
C 3.181 -3.527 -1.015
C 2.497 -2.274 -1.100
C 1.149 -2.165 -0.858
C 0.489 -3.395 -0.608
H -7.021 -1.927 -1.285
H -5.550 -2.064 -3.276
H -3.104 -1.835 -3.019
H -3.583 -1.381 1.207
H -6.021 -1.582 0.951
H -1.686 1.179 0.022
H -1.671 2.305 2.219
H -1.084 1.021 4.258
H -0.504 -1.380 4.065
H -0.522 -2.494 1.865
H -2.799 -4.279 -0.315
H -1.710 -6.489 0.013
H 0.713 -6.754 -0.124
H 3.055 -5.627 -0.624
H 4.246 -3.571 -1.230
H 3.078 -1.401 -1.400
C 4.015 2.396 2.034
N 3.932 0.957 1.956
C 3.833 0.118 3.145
C 3.678 -1.279 2.537
N 4.227 -1.075 1.199
C 4.209 0.232 0.853
S 4.449 0.834 -0.698
H 3.401 2.736 2.868
H 3.639 2.832 1.112
H 5.043 2.739 2.185
H 2.974 0.408 3.748
H 4.734 0.202 3.759
H 2.631 -1.584 2.485
H 4.239 -2.031 3.084
H 4.038 -1.751 0.473
*
```

=====

Record 4
# C34H32F40O14

A cluster of 8 separate species, C34H32F40O14 in total (wB97M-V/def2-TZVPD, OMol25).

Electronic energy in eV: -173141.3480
E_LUMO in eV: 0.26
SMILES string: FC(F)C(F)(F)COC(F)(F)C(F)F.FC(F)C(F)(F)COC(F)(F)C(F)F.FC(F)C(F)(F)COC(F)(F)C(F)F.FC(F)C(F)(F)COC(F)(F)C(F)F.FC(F)C(F)(F)COC(F)(F)C(F)F.O=C1OCCO1.O=C1OCCO1.O=C1OCCO1

ORCA input file:
```
! wB97M-V def2-TZVPD RIJCOSX def2/J DEFGRID3
* xyz 0 1
C -5.396 2.685 1.570
C -4.763 1.796 0.467
O -5.574 0.669 0.405
C -6.440 0.685 1.403
O -7.137 -0.274 1.707
O -6.450 1.832 2.023
H -5.770 3.631 1.209
H -4.737 2.772 2.451
H -3.728 1.467 0.668
H -4.681 2.250 -0.497
C 5.186 6.175 -0.082
C 3.955 6.194 0.881
O 3.775 4.768 1.035
C 4.293 4.139 -0.024
O 4.237 2.949 -0.187
O 4.972 4.973 -0.857
H 6.201 6.150 0.376
H 5.164 6.971 -0.824
H 3.034 6.605 0.434
H 4.084 6.654 1.849
C 1.207 0.449 -1.142
C 2.357 0.198 -0.100
O 1.824 0.799 1.073
C 0.551 1.129 0.933
O -0.157 1.529 1.790
O 0.103 0.761 -0.326
H 0.942 -0.485 -1.647
H 1.409 1.212 -1.874
H 3.249 0.813 -0.358
H 2.599 -0.852 0.020
C -3.998 -4.250 3.062
C -2.834 -5.275 3.278
C -2.288 -5.158 4.787
F -3.222 -5.143 5.790
F -1.493 -6.265 4.960
F -3.232 -6.544 3.060
F -1.769 -4.969 2.513
O -3.478 -3.020 3.555
C -4.298 -1.978 3.604
C -3.480 -0.712 3.740
F -4.327 0.363 3.654
F -2.896 -0.611 4.934
F -4.919 -1.848 2.402
F -5.228 -2.035 4.590
H -5.006 -4.457 3.418
H -4.211 -4.086 2.003
H -1.676 -4.299 4.804
H -2.723 -0.640 2.904
C 2.821 -2.761 2.919
C 1.346 -3.046 2.924
C 0.702 -2.356 4.174
F -0.674 -2.421 4.146
F 1.135 -3.130 5.241
F 0.770 -2.363 1.897
F 1.061 -4.284 2.756
O 3.087 -1.345 2.847
C 4.404 -0.958 2.981
C 4.332 0.559 2.990
F 3.717 1.075 4.057
F 5.675 0.966 2.976
F 4.872 -1.422 4.142
F 5.236 -1.324 1.963
H 3.337 -3.380 2.137
H 3.341 -3.092 3.827
H 1.022 -1.352 4.441
H 3.882 0.926 2.068
C 4.033 -1.592 -4.462
C 2.754 -0.900 -4.939
C 3.134 0.383 -5.826
F 3.924 -0.155 -6.883
F 2.049 0.859 -6.479
F 1.989 -1.838 -5.606
F 1.981 -0.375 -3.949
O 4.702 -0.602 -3.643
C 5.247 -1.120 -2.500
C 6.342 -0.197 -1.900
F 5.715 0.985 -1.566
F 6.857 -0.791 -0.774
F 4.348 -1.418 -1.542
F 5.819 -2.304 -2.711
H 4.616 -1.935 -5.337
H 3.698 -2.424 -3.915
H 3.689 1.166 -5.254
H 7.188 -0.048 -2.682
C 0.497 3.933 -3.476
C 1.928 4.225 -3.408
C 2.365 4.872 -4.709
F 2.295 3.984 -5.685
F 1.585 5.921 -4.960
F 2.236 5.021 -2.379
F 2.685 3.086 -3.270
O -0.038 3.173 -2.393
C -0.296 3.926 -1.224
C -1.620 3.543 -0.520
F -1.887 4.487 0.417
F -2.641 3.531 -1.351
F 0.721 3.729 -0.356
F -0.313 5.229 -1.552
H 0.325 3.266 -4.354
H -0.103 4.759 -3.641
H 3.391 5.314 -4.704
H -1.500 2.580 0.006
C -4.967 -2.190 -1.101
C -6.120 -3.228 -0.913
C -7.388 -2.618 -0.387
F -7.895 -1.864 -1.406
F -8.269 -3.601 -0.092
F -6.329 -3.720 -2.166
F -5.734 -4.151 -0.003
O -3.892 -2.854 -1.769
C -2.719 -2.747 -1.184
C -1.611 -3.233 -2.076
F -1.485 -2.374 -3.095
F -0.420 -3.245 -1.449
F -2.423 -1.487 -0.801
F -2.716 -3.622 -0.072
H -4.706 -1.941 -0.078
H -5.258 -1.323 -1.728
H -7.336 -1.905 0.469
H -1.741 -4.178 -2.537
*
```

=====

Record 5
# C34H32F4N6O4PSTi

A structure of composition C34H32F4N6O4PSTi (wB97M-V/def2-TZVPD, OMol25).

Electronic energy in eV: -107021.7403
E_LUMO (alpha / beta) in eV: 2.63 / 2.62

ORCA input file:
```
! wB97M-V def2-TZVPD RIJCOSX def2/J DEFGRID3
* xyz -1 3
Ti -0.044 0.115 -0.108
C 3.230 -0.312 -0.327
N 2.291 0.219 0.655
C 2.691 1.563 1.058
C 2.210 -0.680 1.812
C 1.578 -2.022 1.435
N 0.520 -1.837 0.447
C 0.083 -2.922 -0.237
C -0.772 -2.717 -1.339
F -1.120 -1.432 -1.633
C -1.301 -3.718 -2.113
F -2.108 -3.387 -3.135
C -1.023 -5.048 -1.851
C -0.197 -5.290 -0.773
F 0.095 -6.563 -0.441
C 0.338 -4.288 0.014
F 1.066 -4.682 1.085
H 4.227 -0.436 0.122
H 3.297 0.362 -1.177
H 2.884 -1.278 -0.693
H 3.679 1.556 1.542
H 1.951 1.966 1.745
H 2.736 2.198 0.173
H 1.635 -0.180 2.586
H 3.221 -0.867 2.210
H 1.192 -2.477 2.355
H 2.350 -2.702 1.061
H -1.425 -5.846 -2.455
O -0.468 0.865 3.900
C -0.903 0.793 2.765
O -0.174 0.898 1.692
C -2.388 0.631 2.472
P -2.576 -0.407 0.988
C -2.509 -2.114 1.641
C -3.000 -3.157 0.855
C -2.837 -4.477 1.246
C -2.174 -4.775 2.430
C -1.685 -3.746 3.219
C -1.851 -2.422 2.828
C -4.335 -0.273 0.536
C -5.329 -0.639 1.446
C -6.666 -0.535 1.103
C -7.021 -0.070 -0.159
C -6.039 0.289 -1.067
C -4.694 0.191 -0.723
H -2.770 1.614 2.185
H -2.920 0.264 3.349
H -3.509 -2.940 -0.078
H -3.216 -5.272 0.616
H -2.033 -5.806 2.729
H -1.159 -3.967 4.139
H -1.445 -1.636 3.455
H -5.054 -1.020 2.423
H -7.431 -0.818 1.816
H -8.067 0.011 -0.431
H -6.307 0.655 -2.050
H -3.929 0.496 -1.426
N -1.565 8.149 -3.508
C -1.588 6.845 -2.981
C -0.972 6.568 -1.761
C -1.023 5.295 -1.224
C -1.693 4.285 -1.896
C -2.307 4.549 -3.109
C -2.261 5.826 -3.648
S -1.769 2.654 -1.222
O -2.425 1.844 -2.236
O -2.440 2.759 0.059
N -0.281 2.170 -0.937
C 0.447 1.776 -2.108
N 0.635 2.548 -3.125
C 1.298 1.956 -4.198
C 1.668 0.621 -4.167
C 1.448 -0.128 -3.031
N 0.869 0.490 -1.926
H -0.765 8.686 -3.211
H -1.652 8.171 -4.513
H -0.444 7.357 -1.237
H -0.524 5.081 -0.287
H -2.798 3.742 -3.634
H -2.739 6.029 -4.600
H 1.464 2.575 -5.069
H 2.125 0.160 -5.034
H 1.699 -1.175 -2.937
*
```